The following is a DFT calculation (ωB97M-V/def2-TZVPD) of an isolated molecule of C3H4N2OS at a distorted geometry.

Geometry (Å):
1 C 2.769052 -0.044768 0.284081
2 C -0.140608 1.195357 -1.174866
3 C 0.228444 -0.271126 0.631317
4 N 1.669231 -0.270654 0.577329
5 N -0.377511 0.007930 -0.613129
6 O -0.853923 0.023820 -3.234231
7 S -0.508642 1.367420 -2.742698
8 H 0.278131 2.050064 -0.486347
9 H 0.028319 -1.185519 1.044581
10 H 0.003877 0.444382 1.277755
11 H -0.776866 -0.698749 -1.298567

Force components x, y, z for each atom (eV/Å):
0.79 0.00 -0.01
0.54 2.17 1.67
2.22 -1.30 -2.62
-0.18 0.26 -0.48
-0.78 -1.47 -1.02
-0.71 -1.24 -0.46
0.71 1.60 -0.24
-0.94 -1.65 -1.72
-1.38 -2.34 0.68
-1.25 3.15 2.99
0.98 0.82 1.21

Results
Frontier orbital gap: 9.064 eV
LUMO energy: 0.40 eV
Relative energy (zero: lowest compared OMol25 entry of this formula, charge and spin): 77.1 kcal per mole
Spin multiplicity: 1
Highest occupied orbital energy: -8.7 eV
Maximum force: 4.5 eV Å⁻¹
Electronic energy: -19035.7032 eV